DFT (ωB97M-V/def2-TZVPD) results for a structure of composition C22H35BrO2P2Sn.

XYZ file:
```
63
Properties=species:S:1:pos:R:3:forces:R:3:nbo_charge:R:1
P -0.8080 1.6877 -3.0877 -0.9 -2.0 -0.2 1.403
P 2.5804 -0.3868 -2.2564 0.7 0.2 0.7 0.816
C 1.0210 1.6548 -3.3788 0.5 0.5 -0.2 -0.731
C 1.6635 0.2609 -3.7237 0.5 -0.2 -0.6 -0.738
H 1.5042 2.0589 -2.4527 -0.4 -0.2 -0.6 0.244
H 1.2617 2.3776 -4.1934 -0.3 -0.4 0.5 0.247
H 0.8808 -0.4734 -4.0245 0.5 0.4 0.5 0.285
H 2.3863 0.3116 -4.5581 -0.5 0.5 0.0 0.228
C 4.1324 0.4728 -1.9212 1.3 -0.3 -1.5 -0.946
H 4.5291 0.1277 -0.9471 -0.3 0.1 -0.5 0.247
H 4.0004 1.5667 -1.8855 0.0 -0.5 0.0 0.235
H 4.8323 0.1888 -2.7263 0.5 0.6 0.4 0.200
C 2.9122 -2.1232 -2.5316 1.2 -0.5 -0.7 -0.954
H 3.9296 -2.2180 -2.9089 0.2 -0.4 -0.2 0.212
H 2.2355 -2.6028 -3.2357 -0.1 0.1 0.0 0.250
H 2.8584 -2.6747 -1.5948 -0.1 0.1 0.0 0.246
C -1.4891 3.3257 -2.7353 0.4 1.1 -0.5 -0.991
H -2.3227 3.3086 -2.0191 0.3 -0.4 -0.2 0.259
H -1.8637 3.7491 -3.6815 0.1 0.1 0.4 0.245
H -0.7137 4.0005 -2.3477 -0.2 -0.1 0.0 0.249
C -1.6706 1.2544 -4.6709 0.3 0.4 -0.4 -0.956
H -1.4627 0.2382 -5.0340 0.2 0.5 0.4 0.275
H -1.3344 1.9596 -5.4434 -0.2 0.0 0.1 0.224
H -2.7680 1.3361 -4.5703 0.5 0.1 0.2 0.249
Sn 0.0504 2.6965 2.2286 -0.4 -1.0 1.1 1.198
C 0.0726 -2.6019 0.0179 0.5 0.4 0.6 -0.180
C 0.9932 -1.6273 -0.1101 -0.6 -0.4 1.3 -0.208
C 0.6213 -0.2448 -0.5632 -2.3 1.3 -1.7 -0.506
C -0.8516 0.2199 -0.5570 -0.5 0.2 -0.1 -0.421
C -1.5055 0.2503 -1.9994 -0.3 -1.2 1.4 -0.419
C -1.3883 -0.9668 -2.7733 -1.2 1.2 -1.9 -0.639
C -0.8694 -2.2270 -2.2836 0.8 -1.3 -0.1 -0.400
C -1.1770 -2.6125 -0.8027 -0.1 -0.5 -0.1 -0.475
C -1.9874 1.8469 2.0728 0.4 0.5 0.1 -1.178
H 0.1986 -3.4060 0.7566 0.5 -0.1 -0.8 0.203
H 2.0167 -1.7804 0.2621 -0.7 0.3 0.3 0.206
H 0.8081 -0.1378 -1.6699 -0.8 0.1 2.3 0.249
H 1.2017 0.5254 -0.0211 0.2 -0.6 -0.5 0.210
H -1.4046 -0.4298 0.1137 -0.5 0.5 0.0 0.222
H -0.9447 1.2464 -0.1609 0.2 -0.4 -0.1 0.184
H -2.5847 0.4913 -1.8316 0.5 1.0 -0.3 0.204
H -1.9750 -1.0278 -3.7311 0.3 0.0 1.4 0.178
H 0.2345 -2.2595 -2.4762 -0.5 -0.7 0.6 0.158
H -1.3111 -3.0344 -2.8941 0.3 0.3 0.0 0.212
H -1.9449 -1.9410 -0.4265 -0.1 -0.3 0.0 0.215
H -1.6192 -3.6200 -0.7563 0.2 0.2 0.0 0.209
H -2.0055 0.7610 2.1710 0.1 0.1 -0.1 0.244
H -2.4355 2.1581 1.1261 -0.1 -0.1 0.1 0.209
H -2.5246 2.2880 2.9206 0.0 -0.1 -0.2 0.233
Br -0.8134 -1.6907 3.6091 0.3 -0.2 0.2 0.102
C -0.4605 -1.0777 5.3681 0.2 0.6 0.8 -0.033
C -0.5728 -1.9856 6.4255 -0.1 0.4 0.4 -0.247
C -0.6259 -1.5129 7.7507 0.2 0.2 -0.5 -0.181
C -0.6252 -0.1390 8.0040 0.0 0.0 0.0 -0.227
C -0.4389 0.7675 6.9579 0.1 -0.4 -0.2 -0.149
C -0.2470 0.3052 5.6442 -0.5 -0.4 0.0 -0.197
C 0.0696 1.2622 4.5284 -0.5 0.9 -1.3 0.784
O -0.4592 2.4492 4.4935 1.1 -1.6 0.0 -0.749
O 0.7778 0.8535 3.5390 -0.9 1.1 0.8 -0.722
H -0.6444 -3.0574 6.2394 -0.1 0.4 -0.1 0.233
H -0.6781 -2.2244 8.5744 -0.1 0.2 -0.2 0.221
H -0.7740 0.2430 9.0218 0.1 -0.2 -0.5 0.221
H -0.4712 1.8395 7.1602 0.2 -0.3 -0.2 0.236
```
Forces are in eV/Å.

**ΔE to the lowest compared entry with this formula, charge and spin**: 71.6 kcal/mol
**Net charge**: 0
**LUMO**: -0.23 eV
**Highest occupied orbital energy**: -4.755 eV
**2S+1**: 1
**Orbital gap**: 4.52 eV
**E**: -4480.51679 Eh

=====

DFT (ωB97M-V/def2-TZVPD) results for a cluster of 2 separate species, C2H7NO5P in total.

XYZ file:
```
16
Properties=species:S:1:pos:R:3:forces:R:3:nbo_charge:R:1
C -1.6484 0.7801 -0.4440 1.7 0.8 -1.0 -0.738
C -1.5984 -0.6244 -0.0598 -1.5 -2.3 1.2 0.720
N -0.9135 -0.8229 1.1598 -2.3 -2.0 -2.0 -0.862
O 1.6994 0.6504 1.0305 -0.6 1.3 1.5 -1.186
O 3.3636 0.0738 -0.8655 -2.3 -2.3 0.7 -1.021
O 2.0265 -1.6981 0.2853 -1.3 -2.0 -0.7 -1.013
O -2.2474 -1.5346 -0.6238 1.5 1.5 1.1 -0.671
O 0.7804 -0.1788 -1.2668 0.3 -0.2 0.3 -1.192
P 1.7678 -0.2006 -0.1503 3.2 0.8 -3.2 2.488
H -1.0876 0.8461 -1.3815 -0.4 0.1 0.0 0.284
H -1.0442 1.3370 0.2538 0.0 0.5 0.2 0.219
H -2.6109 1.2039 -0.5424 -1.2 0.1 0.0 0.212
H -0.1693 -0.1859 1.3263 1.0 0.3 0.5 0.421
H -0.8197 -1.8405 1.3015 0.5 1.1 0.3 0.382
H 1.3593 -2.1485 -0.2988 1.0 0.0 0.8 0.498
H 3.4979 0.9824 -0.7574 0.5 2.2 0.2 0.459
```
Forces are in eV/Å.

**ΔE to the lowest compared entry with this formula, charge and spin**: 0.0 kcal/mol
**Net charge**: -1
**LUMO**: 3.87 eV
**Highest occupied orbital energy**: -5.803 eV
**2S+1**: 1
**Orbital gap**: 9.67 eV
**E**: -852.94210 Eh

=====

DFT (ωB97M-V/def2-TZVPD) results for a structure of composition C23H27ClCoN2O5S4Si.

XYZ file:
```
64
Properties=species:S:1:pos:R:3:forces:R:3:lowdin_spin:R:1
Co 0.9951 -0.2361 -0.9431 -0.7 -1.1 0.2 0.967
O 2.8759 -5.6398 3.8354 0.0 0.0 0.1 0.000
C 2.8454 -4.9523 2.8268 0.0 0.1 0.0 0.000
S 4.2388 -4.4865 1.8824 -0.1 0.1 -0.3 0.000
C 3.4203 -3.6071 0.5386 -1.0 -0.2 0.6 0.002
C 2.0662 -3.4580 0.7009 1.0 -0.4 0.5 -0.001
S 0.8829 -2.7611 -0.3567 -0.6 0.7 -0.3 0.005
S 1.3820 -4.2848 2.1300 -0.1 0.2 -0.1 0.000
S 4.4238 -3.1748 -0.7507 0.7 0.3 -0.5 0.001
Cl 6.2790 4.4499 0.0189 0.1 0.1 0.0 0.000
C 4.9035 3.3673 0.1493 0.3 0.1 -0.2 0.000
C 3.9682 3.5824 1.1645 -0.4 -0.3 0.0 0.000
C 2.8811 2.7480 1.2691 0.4 0.5 0.3 0.001
C 2.6877 1.6479 0.3933 -0.1 -0.6 -0.3 0.002
O 1.6838 0.8803 0.5538 0.0 0.5 0.1 0.020
C 3.6703 1.4569 -0.6413 -0.2 0.8 0.5 0.000
C 3.5536 0.3822 -1.5728 0.2 -0.6 -0.1 -0.004
O 2.6668 -0.4623 -1.6143 0.9 0.1 -0.9 -0.006
C 4.7629 2.3350 -0.7377 -0.2 -0.2 0.0 -0.001
H 4.1095 4.3944 1.8654 0.0 0.1 0.0 0.000
H 2.1474 2.9070 2.0492 0.0 -0.1 0.0 0.000
H 4.3540 0.2697 -2.3123 0.2 0.0 0.1 -0.001
H 5.4921 2.1777 -1.5236 0.0 0.0 0.0 0.000
C 2.1050 2.2252 -4.5968 -0.1 -0.1 0.2 0.000
Si 0.4411 1.7232 -3.8140 -0.2 0.5 -0.7 0.004
C -0.6252 1.1206 -5.2761 0.1 0.1 0.1 0.001
C -0.3679 3.3791 -3.2889 0.1 -0.1 0.0 0.000
O 0.5103 0.6725 -2.6492 0.1 -0.1 0.4 0.023
H 1.9708 2.9532 -5.4024 0.0 0.0 0.0 0.000
H 2.6151 1.3522 -5.0139 0.0 0.0 0.0 0.000
H 2.7742 2.6675 -3.8520 0.0 0.0 0.0 0.000
H -0.7786 1.9201 -6.0087 0.0 0.0 0.0 0.000
H -1.6055 0.7784 -4.9350 0.0 0.0 0.0 0.000
H -0.1443 0.2817 -5.7864 0.0 0.0 0.0 0.000
H -0.4853 4.0608 -4.1369 0.0 0.0 0.0 0.000
H 0.2241 3.8969 -2.5269 0.0 0.0 0.0 0.000
H -1.3625 3.1983 -2.8690 0.0 0.0 0.0 0.000
C -4.8666 -3.6231 2.6754 0.0 0.1 0.0 0.000
C -4.8273 -2.1839 3.1837 -0.1 -0.1 -0.1 0.000
N -3.7673 -1.3882 2.5798 0.0 0.0 0.0 0.000
C -2.5906 -1.1087 3.3955 0.1 -0.1 0.0 0.000
C -1.7076 -2.3275 3.6038 -0.1 0.0 0.0 0.000
C -3.9888 -0.9269 1.3209 -0.1 -0.1 0.2 0.000
O -5.0521 -1.1352 0.7453 0.1 0.1 -0.1 0.000
C -2.9270 -0.0760 0.6914 -0.1 0.3 0.0 0.000
C -3.2168 1.2732 0.5229 0.3 -0.3 0.0 -0.001
C -2.2552 2.0685 -0.0754 -0.3 0.1 0.2 0.000
C -1.0671 1.4992 -0.4768 0.3 0.0 -0.1 -0.003
N -0.7763 0.2001 -0.3206 -1.0 0.3 0.2 -0.008
C -1.7037 -0.5702 0.2533 0.1 -0.3 0.0 -0.002
H -5.6744 -4.1704 3.1663 0.0 0.0 0.0 0.000
H -3.9252 -4.1351 2.8709 0.0 0.0 0.0 0.000
H -5.0464 -3.6196 1.6017 0.0 0.0 0.0 0.000
H -4.6800 -2.1636 4.2648 0.0 0.0 0.0 0.000
H -5.7789 -1.7029 2.9474 0.0 0.0 0.1 0.000
H -2.9360 -0.7246 4.3620 0.0 0.1 0.0 0.000
H -2.0080 -0.3246 2.9216 0.0 0.1 0.0 0.000
H -2.2363 -3.1212 4.1357 0.0 0.0 0.0 0.000
H -0.8272 -2.0563 4.1832 0.1 0.0 0.0 0.000
H -1.3678 -2.7131 2.6433 0.1 -0.1 0.0 0.000
H -4.1577 1.6730 0.8780 0.0 0.0 -0.1 0.000
H -2.4250 3.1260 -0.2280 0.1 0.0 0.0 0.000
H -0.3082 2.0863 -0.9711 0.0 0.0 0.1 0.000
H -1.4438 -1.6206 0.3561 0.1 0.0 0.0 0.000
```
Forces are in eV/Å.

**ΔE to the lowest compared entry with this formula, charge and spin**: 35.0 kcal/mol
**Net charge**: -2
**LUMO (spin up / spin down)**: 4.02 / 4.02 eV
**Highest occupied orbital energy (spin up / spin down)**: -0.209 / -0.243 eV
**2S+1**: 2
**Orbital gap (spin up / spin down)**: 4.22 / 4.26 eV
**E**: -5103.74103 Eh

=====

DFT (ωB97M-V/def2-TZVPD) results for a cluster of 2 separate species, C4H6N2S in total.

XYZ file:
```
13
Properties=species:S:1:pos:R:3:forces:R:3:nbo_charge:R:1
N 2.4263 1.3514 -1.0832 -0.1 0.5 -1.2 -0.573
C 1.8409 0.8825 -0.1157 0.7 -0.6 -0.2 0.241
C 1.5488 0.4185 1.0519 0.2 0.5 0.7 -0.248
S 1.7028 0.5474 2.6275 -0.3 -0.4 -0.1 0.113
H 2.9919 0.8085 -1.7626 -0.6 -0.1 0.9 0.377
C -1.6040 -0.9577 1.0558 -1.0 -1.8 3.0 -0.026
N -0.7550 -0.4319 0.3555 2.3 2.0 -1.0 -0.373
C -1.0210 -0.0272 -1.0404 1.1 -3.1 1.3 -0.440
H -1.5315 -1.1922 2.1821 0.7 0.6 -1.6 0.175
H -2.4921 -1.3765 0.6637 -1.5 -0.2 -0.7 0.133
H -0.1460 -0.3695 -1.6289 -0.3 0.8 0.2 0.209
H -1.8278 -0.6704 -1.3754 -0.8 0.7 -0.5 0.184
H -1.1334 1.0172 -0.9303 -0.4 1.1 -0.9 0.228
```
Forces are in eV/Å.

**ΔE to the lowest compared entry with this formula, charge and spin**: 115.7 kcal/mol
**Net charge**: 0
**LUMO**: -0.97 eV
**Highest occupied orbital energy**: -7.413 eV
**2S+1**: 1
**Orbital gap**: 6.45 eV
**E**: -663.54411 Eh

=====

DFT (ωB97M-V/def2-TZVPD) results for an isolated molecule of C5H6N2O.

XYZ file:
```
14
Properties=species:S:1:pos:R:3:forces:R:3:nbo_charge:R:1
C -1.4792 0.4181 -0.7122 -2.6 3.4 6.0 -0.393
C -0.6066 0.5043 0.2855 1.9 0.8 -2.0 0.191
O -0.5867 1.6793 1.0290 -3.4 -0.9 0.7 -0.475
C 0.5390 1.6595 1.6963 -0.1 1.6 2.9 0.433
N 1.3944 0.8896 1.2158 3.8 0.1 3.0 -0.503
C 0.8548 -0.0217 0.3744 -2.0 3.5 -0.1 0.317
N 1.5177 -0.8087 -0.3046 0.6 -2.8 -0.7 -0.360
C 0.6239 -1.7089 -1.0177 -2.5 1.0 1.7 -0.440
H -2.4616 0.8494 -0.3876 0.8 0.1 -1.6 0.230
H -1.2428 -0.1920 -1.4151 0.2 -3.8 -4.5 0.207
H 0.4367 2.2423 2.7577 1.1 -1.1 -3.0 0.210
H 0.5221 -1.3104 -2.0166 -0.5 0.1 -0.5 0.190
H 0.9757 -2.7503 -1.1716 -0.2 0.6 0.8 0.218
H -0.4873 -1.4506 -0.3335 2.9 -2.6 -2.8 0.176
```
Forces are in eV/Å.

**ΔE to the lowest compared entry with this formula, charge and spin**: 102.8 kcal/mol
**Net charge**: 0
**LUMO**: -0.19 eV
**Highest occupied orbital energy**: -9.082 eV
**2S+1**: 1
**Orbital gap**: 8.90 eV
**E**: -378.70718 Eh

=====

DFT (ωB97M-V/def2-TZVPD) results for an isolated molecule of C4H6N2O.

XYZ file:
```
13
Properties=species:S:1:pos:R:3:forces:R:3:nbo_charge:R:1
N -1.5707 0.5354 -0.1564 0.0 0.3 -0.1 -0.801
C -0.2110 0.3810 0.0490 -0.1 -0.4 0.0 0.174
C 0.2298 -1.0420 -0.0691 0.4 0.2 -0.1 0.494
O -0.7385 -1.9246 0.3090 -0.1 0.0 0.1 -0.683
N 1.3693 -1.4273 -0.4650 -0.4 0.0 0.1 -0.661
C 1.8735 1.5024 -0.0409 -0.5 -0.3 0.3 -0.123
C 0.5768 1.4536 0.4457 0.4 0.4 -0.3 -0.400
H -1.9688 0.0407 -0.9457 0.0 0.0 0.1 0.395
H -1.9010 1.4906 -0.0993 0.1 -0.2 0.0 0.396
H -1.4763 -1.4361 0.7082 0.1 -0.1 -0.1 0.494
H 1.4305 -2.4421 -0.3577 0.0 0.1 -0.1 0.355
H 2.3333 0.5087 -0.1512 0.1 0.2 0.0 0.169
H 0.0530 2.3598 0.7735 0.1 -0.2 -0.1 0.190
```
Forces are in eV/Å.

**ΔE to the lowest compared entry with this formula, charge and spin**: 107.4 kcal/mol
**Net charge**: 0
**LUMO (spin up / spin down)**: -0.42 / -0.36 eV
**Highest occupied orbital energy (spin up / spin down)**: -8.220 / -7.506 eV
**2S+1**: 1
**Orbital gap (spin up / spin down)**: 7.80 / 7.15 eV
**E**: -340.62378 Eh